Density functional theory data (ωB97M-V/def2-TZVPD) for 3 unconnected molecules or ions with the total composition C3H14N3O2 in a non-equilibrium geometry.

Bonds (Å) are listed after each position.
CARTESIAN COORDINATES (ANGSTROEM)
1 C 0.89 -1.09 1.21  C2 1.463, H7 1.242, H8 1.117, H9 1.080
2 C -0.29 -0.52 0.56  C1 1.463, N3 1.518, H10 1.080, H11 1.085
3 N -0.23 -0.78 -0.94  C2 1.518, C4 1.372, H12 1.084
4 C -1.10 -0.29 -1.88  N3 1.372, N5 1.372, N6 1.378
5 N -1.05 -0.81 -3.14  C4 1.372, H13 1.030, H14 1.002
6 N -1.66 0.95 -1.65  C4 1.378, H15 1.036, H16 0.999
7 H 0.92 -2.32 1.07  C1 1.242
8 H 0.91 -1.17 2.32  C1 1.117
9 H 1.90 -0.74 1.10  C1 1.080
10 H -1.20 -1.06 0.78  C2 1.080
11 H -0.35 0.55 0.73  C2 1.085
12 H 0.14 -1.75 -1.23  N3 1.084
13 H -0.61 -1.63 -3.59  N5 1.030
14 H -1.43 -0.26 -3.89  N5 1.002
15 H -1.67 1.63 -2.43  N6 1.036
16 H -2.01 1.23 -0.76  N6 0.999
17 H -1.90 2.23 2.00  O19 0.931
18 H -2.70 1.07 2.11  O19 0.946
19 O -2.57 1.80 1.52  H17 0.931, H18 0.946
20 H 5.06 0.99 3.69  O22 0.997
21 H 5.20 -0.51 3.35  O22 0.996
22 O 5.25 0.39 2.92  H20 0.997, H21 0.996

Results
* F_max: 6.0 eV/A
* LUMO: -3.256 eV
* total energy: -11896.655 eV
* energy relative to the best compared isomer or geometry (same formula, charge and spin): 189.6 kJ/mol
* net charge: +1